# 1
# C11H19Cl3O2Ti

A structure of composition C11H19Cl3O2Ti at a distorted geometry (the ωB97M-V functional and the def2-TZVPD basis, OMol25).

```
36
Properties=species:S:1:pos:R:3:forces:R:3
C -2.02585 -0.41018 -1.16336 1.1 -1.2 -0.2
C -2.06845 -1.78920 -0.78191 1.4 0.2 -0.8
C -0.89304 -2.43260 -1.30171 -1.3 1.1 -0.5
C -3.19476 -2.40570 -0.05041 -0.5 -0.1 0.2
C -0.18576 -1.47811 -2.08004 -1.5 0.5 0.6
C -0.88646 -0.24031 -2.01660 -0.1 -1.4 0.7
C -0.60590 0.95085 -2.83468 0.1 0.5 -0.4
C -3.09975 0.58393 -0.94631 -0.3 0.4 0.0
C -0.43524 -3.81932 -1.05329 0.2 -0.4 0.2
C 1.07424 -1.72064 -2.80942 0.3 0.0 -0.3
Ti 0.01012 0.10687 0.97593 1.9 1.2 -2.1
Cl -0.35801 -1.95533 1.70530 -0.2 -1.5 0.5
Cl -1.45689 0.79521 2.60064 -0.3 0.3 1.0
O 1.39967 0.21976 -0.24859 0.3 0.5 -0.9
H -3.90563 -1.60999 0.21853 0.1 -0.3 0.1
H -2.91520 -2.93931 0.87544 0.0 0.1 -0.2
H -3.74512 -3.10165 -0.70731 0.0 -0.1 0.2
H -0.49283 -4.06737 0.01579 0.0 -0.1 -0.2
H 0.62329 -3.88809 -1.33479 -0.1 -0.2 0.1
H -0.97337 -4.60174 -1.61804 0.0 0.1 0.1
H 1.72476 -2.42703 -2.28600 0.1 0.0 0.0
H 1.63686 -0.79138 -2.94387 0.0 0.0 0.0
H 0.88003 -2.14518 -3.80440 0.2 0.0 -0.1
H 0.45440 1.03807 -3.10064 0.0 0.0 0.0
H -0.89076 1.88613 -2.33475 0.0 -0.2 0.0
H -1.16555 0.87547 -3.78322 0.1 0.3 -0.1
H -3.58742 0.44360 0.02287 0.0 0.0 0.0
H -3.87300 0.50849 -1.72608 -0.1 0.1 0.0
H -2.69621 1.60033 -0.94281 0.0 -0.1 0.0
H 2.31062 0.26023 -0.58949 -0.9 -0.1 0.7
O -0.59677 1.89786 0.18966 1.4 -0.5 0.9
H 0.26534 2.23872 -0.11927 -0.6 -0.3 -0.1
Cl 3.14032 0.72498 2.26336 1.7 2.1 0.8
C 2.21395 -0.67391 1.98802 -2.7 -0.3 -0.8
H 2.60624 -1.11392 1.06207 -0.4 -0.6 0.9
H 2.06807 -1.25670 2.89365 0.3 -0.2 -0.2
```
Positions in Å, forces in eV/Å.

Summary:
Energy (a.u.): -2811.121879
Multiplicity: 1
Charge: -2
Highest occupied orbital energy (eV): 0.54

Results of the Löwdin charge analysis, in e, for atoms 1 through 8: atom 1 (C): -0.29, atom 2 (C): -0.34, atom 3 (C): -0.31, atom 4 (C): -0.11, atom 5 (C): -0.29, atom 6 (C): -0.30, atom 7 (C): -0.09, atom 8 (C): -0.10


# 2
# C11H19EuI2O3P

A structure of composition C11H19EuI2O3P at a distorted geometry (the ωB97M-V functional and the def2-TZVPD basis, OMol25).

```
37
Properties=species:S:1:pos:R:3:forces:R:3
C 0.22891 -1.25102 2.25031 0.2 -0.3 0.2
O -0.58209 -0.40345 1.45538 -1.0 0.2 -0.7
C -1.93601 -0.88308 1.44762 0.8 -0.2 0.6
P -2.85822 -0.70733 -0.12422 0.8 1.3 -0.6
C -1.74003 -1.44673 -1.36895 0.0 -0.4 0.4
C -0.46054 -0.65094 -1.68397 -0.2 -0.2 -0.6
C 0.84247 -1.27667 -1.19074 -0.1 0.5 0.2
C 1.78555 -0.21657 -0.66461 0.8 -0.1 -0.3
O 2.96757 -0.07250 -1.57333 -1.4 0.6 0.0
C 4.14650 -0.31441 -0.93603 0.1 0.8 0.4
C 4.69382 0.92345 -0.32068 0.9 0.3 0.3
O 4.67744 -1.35001 -0.85595 0.4 -1.7 -0.1
C -3.10673 1.00797 -0.60934 0.5 -1.6 -1.5
I -3.06581 1.30358 -2.69482 -0.3 -0.1 0.2
C -3.38174 2.02209 0.21785 -0.5 1.2 1.1
C -3.49101 1.83136 1.69735 -0.2 0.9 0.0
I -3.71495 3.96632 -0.42815 0.1 -0.4 0.2
H 0.37689 -2.21916 1.77453 -0.1 -0.2 -0.1
H -0.21247 -1.40828 3.22865 0.0 0.0 0.3
H 1.20495 -0.79805 2.37777 0.0 0.3 0.0
H -1.92274 -1.95746 1.62565 -0.1 -0.3 -0.1
H -2.48619 -0.46427 2.27782 -0.3 0.1 0.2
H -2.30534 -1.67562 -2.25866 -0.3 0.0 -0.2
H -1.47771 -2.40771 -0.93339 0.0 -0.3 0.1
H -0.57725 0.36776 -1.33766 0.2 0.2 0.2
H -0.40020 -0.57911 -2.76565 -0.1 0.1 -0.2
H 0.65767 -1.99576 -0.40494 0.0 -0.2 0.1
H 1.35984 -1.77609 -1.99976 0.0 -0.3 -0.1
H 2.16137 -0.44976 0.32571 0.1 -0.1 0.1
H 1.30928 0.76024 -0.61187 -0.1 0.1 0.0
H 4.32652 1.07376 0.69314 -0.2 0.0 0.1
H 4.41326 1.77585 -0.92555 2.7 -2.6 1.8
H 5.77428 0.88310 -0.26366 0.2 0.0 0.0
H -3.74059 2.77717 2.15753 -0.1 0.1 0.2
H -2.52876 1.54866 2.10446 0.2 -0.2 0.1
H -4.28013 1.13679 1.96409 0.0 -0.3 0.0
Eu 3.34218 2.92589 -1.64590 -2.8 2.8 -2.1
```
Positions in Å, forces in eV/Å.

Summary:
Energy (a.u.): -2302.435337
Multiplicity: 8
Charge: +2
Highest occupied orbital energy (alpha / beta) (eV): -11.81 / -14.23

Results of the Löwdin charge analysis, in e, for atoms 1 through 8: atom 1 (C): -0.09, atom 2 (O): -0.22, atom 3 (C): -0.35, atom 4 (P): 1.14, atom 5 (C): -0.35, atom 6 (C): -0.28, atom 7 (C): -0.14, atom 8 (C): -0.14


# 3
# C11H19HgNS7

A structure of composition C11H19HgNS7 at a distorted geometry (the ωB97M-V functional and the def2-TZVPD basis, OMol25).

```
39
Properties=species:S:1:pos:R:3:forces:R:3
Hg -0.22513 -0.02698 0.97105 -0.8 -0.2 0.0
S -0.17708 2.27171 -0.78703 -0.1 -0.1 -0.5
S 1.64253 -1.67244 1.94247 0.1 -0.8 -0.3
C -1.72902 2.07614 -1.71037 0.1 0.0 0.0
C 0.99074 1.70406 -2.08173 -0.1 0.3 0.3
C 1.21718 0.20315 -2.13480 -0.1 -0.1 -0.1
N 1.64300 -0.31715 -0.83931 0.7 0.3 0.0
C 2.02302 -1.72709 -0.87952 -0.3 0.1 -0.1
C 2.59450 -2.17186 0.45205 0.2 0.1 0.6
H 1.93632 2.22384 -1.87651 -0.2 -0.1 -0.1
H 0.59360 2.06448 -3.03797 0.2 0.0 0.2
H 1.96948 0.00020 -2.91626 -0.1 0.0 0.1
H 0.29236 -0.31446 -2.41943 0.1 0.0 0.1
H 2.77791 -1.91751 -1.66049 -0.1 -0.1 0.1
H 1.13279 -2.31502 -1.13263 0.0 0.1 0.0
H 3.59239 -1.73854 0.59967 -0.2 -0.1 0.0
H 2.67963 -3.26173 0.50121 0.1 0.2 -0.1
C 0.50468 -3.09411 2.06503 0.3 -0.1 0.2
H 2.43077 0.24357 -0.48475 -0.3 -0.3 -0.2
H 0.12004 -3.37307 1.08190 0.0 0.2 0.2
H -0.31800 -2.78625 2.71258 0.0 0.0 -0.1
H 1.04764 -3.92695 2.52367 -0.2 0.1 -0.1
H -2.55259 2.24143 -1.01295 0.1 0.0 -0.1
H -1.79456 1.06087 -2.10797 -0.1 0.1 0.1
H -1.77268 2.81473 -2.51670 0.0 -0.1 0.2
C 1.29984 1.81686 2.40872 1.0 0.4 -0.4
C 2.43068 1.83693 1.65995 -1.2 0.0 0.2
H 1.17355 1.11536 3.24390 0.1 0.3 -0.4
H 0.48173 2.53935 2.24680 0.6 -0.4 0.1
H 3.21991 1.09543 1.79071 -0.1 0.2 0.2
H 2.56216 2.53892 0.81836 -0.1 -0.3 0.6
S -6.82591 1.23426 -0.84392 -0.2 0.2 0.0
C -5.41098 0.69327 -0.24110 0.6 -0.5 0.2
S -4.71407 1.13072 1.30577 -0.5 -0.1 -0.4
C -3.29706 0.10644 1.27870 -0.2 -1.1 -2.9
C -3.09572 -0.57625 0.06518 -1.5 1.0 1.6
S -1.76724 -1.48709 -0.51734 0.9 -0.2 0.2
S -4.42090 -0.47572 -1.08558 -0.1 0.7 0.5
S -2.25550 0.17049 2.61865 1.5 0.2 0.3
```
Positions in Å, forces in eV/Å.

Summary:
Energy (a.u.): -3425.998605
Multiplicity: 1
Highest occupied orbital energy (eV): -6.52

Results of the Löwdin charge analysis, in e, for atoms 1 through 8: atom 1 (Hg): 0.61, atom 2 (S): 0.79, atom 3 (S): 0.77, atom 4 (C): -0.37, atom 5 (C): -0.44, atom 6 (C): -0.30, atom 7 (N): -0.17, atom 8 (C): -0.29


# 4
# C11H19LuN3O6P

A structure of composition C11H19LuN3O6P at a distorted geometry (the ωB97M-V functional and the def2-TZVPD basis, OMol25).

```
41
Properties=species:S:1:pos:R:3:forces:R:3
O -1.87411 -2.50057 -0.02767 1.7 2.0 0.1
C -1.17930 -1.58777 -0.00518 -4.9 -8.2 -1.1
Lu -0.14341 0.12001 0.13513 -4.5 2.2 5.6
O 2.04087 -1.40934 1.87883 -1.2 0.7 -1.3
C 1.30044 -0.90033 1.17929 5.0 -3.5 3.3
C 1.08857 1.64259 -0.08213 8.0 10.1 -1.6
O 1.74326 2.61645 -0.12174 -2.9 -4.3 0.2
C -1.41408 1.05799 -1.36438 -3.9 -6.7 0.3
O -1.21555 2.05159 -1.78023 1.2 8.0 -3.5
C 0.79152 -0.57830 -1.70146 3.6 -2.8 -7.3
O 1.24449 -0.94006 -2.69820 -1.8 1.5 4.0
H -2.35902 0.40227 -1.50051 0.1 0.6 -0.1
C -2.38934 -1.85158 2.96848 0.5 1.4 1.5
N -1.01769 -1.33292 3.39264 -0.3 0.2 0.3
C -0.61707 -2.04109 4.67700 -1.1 1.8 -0.2
P -0.70480 0.35353 3.29215 -0.3 -0.2 7.7
O -0.97144 0.79037 1.93556 -0.2 1.0 -5.1
N -1.75474 1.31856 4.31846 -0.6 -0.2 -0.4
C -1.65099 2.82087 4.07930 0.5 -1.8 -1.0
C -3.25182 0.98198 4.27158 2.0 -0.7 -1.5
N 0.90412 0.69422 3.79397 -0.2 0.7 -0.6
C 1.65015 1.83440 3.06239 -2.6 -0.1 0.8
C 1.14409 0.85831 5.26342 -1.5 0.2 -0.3
H -3.07897 -1.81461 3.84274 0.4 0.0 -0.7
H -2.34856 -2.86794 2.64009 0.5 -0.6 -0.3
H -2.75904 -1.21650 2.18274 -0.4 0.2 -0.2
H -0.87339 -3.08607 4.67320 -0.2 -0.3 -0.4
H 0.43095 -1.93374 4.80750 0.9 0.0 0.2
H -1.17733 -1.53846 5.49677 0.5 -0.5 -0.2
H -1.90735 3.00522 3.02228 0.1 0.3 0.3
H -2.31434 3.38110 4.71278 -0.3 -0.1 0.4
H -0.64264 3.12630 4.28363 0.5 0.3 0.0
H -3.53629 0.93252 3.19479 -0.3 0.0 0.7
H -3.39987 0.03729 4.76253 -0.2 -0.4 0.1
H -3.85597 1.71412 4.76002 0.0 0.7 0.4
H 0.87665 2.58564 2.77647 0.9 -0.2 0.0
H 2.37840 2.32679 3.70128 -0.1 -0.3 0.3
H 2.14910 1.47268 2.20692 0.6 -0.5 -0.9
H 0.67502 1.80323 5.57889 0.2 -0.3 0.2
H 0.66915 0.04207 5.78609 -0.1 -0.1 0.3
H 2.18642 0.87788 5.51988 0.5 -0.1 -0.3
```
Positions in Å, forces in eV/Å.

Summary:
Energy (a.u.): -2622.330472
Multiplicity: 1
Charge: +2
Highest occupied orbital energy (alpha / beta) (eV): -15.23 / -15.38

Results of the Löwdin charge analysis, in e, for atoms 1 through 8: atom 1 (O): 0.22, atom 2 (C): -0.15, atom 3 (Lu): 0.91, atom 4 (O): 0.22, atom 5 (C): -0.15, atom 6 (C): -0.15, atom 7 (O): 0.21, atom 8 (C): -0.24


# 5
# C11H19N2SV

A structure of composition C11H19N2SV (the ωB97M-V functional and the def2-TZVPD basis, OMol25).

```
34
Properties=species:S:1:pos:R:3:forces:R:3
V 0.81481 0.62770 -0.21457 0.0 0.2 0.0
C -0.79168 0.24663 1.29002 0.0 0.0 0.0
C -0.87120 1.60607 0.88294 0.0 0.0 -0.1
C -1.17474 1.63408 -0.51307 0.0 0.0 0.1
C -1.27304 0.29512 -0.96879 0.0 -0.1 0.1
C -1.03959 -0.56717 0.14573 0.1 0.0 0.0
C -1.17771 -2.06007 0.12724 0.0 0.0 0.0
C -1.62600 -0.15600 -2.35280 0.0 0.0 0.0
C -1.38889 2.86835 -1.33544 0.0 0.0 0.0
C -0.71963 2.79835 1.77846 0.0 0.0 0.0
C -0.55775 -0.22732 2.69172 0.0 0.0 0.0
H -2.22779 -2.34947 0.20706 0.0 0.0 0.0
H -0.66699 -2.52883 0.97082 0.0 0.0 0.0
H -0.80101 -2.49842 -0.79817 0.0 0.0 0.0
H -2.70467 -0.29782 -2.44668 0.0 0.0 0.0
H -1.15434 -1.10630 -2.60475 0.0 0.0 0.0
H -1.32699 0.57245 -3.10572 0.0 0.0 0.0
H -2.41931 3.21761 -1.24307 0.0 0.0 0.0
H -1.20465 2.69225 -2.39456 0.0 0.0 0.0
H -0.74232 3.68517 -1.01401 0.0 0.0 0.0
H -1.67430 3.05458 2.24226 0.0 0.0 0.0
H -0.38333 3.67466 1.22514 0.0 0.0 0.0
H -0.01047 2.61669 2.58598 0.0 0.0 0.0
H -0.10992 -1.22119 2.71900 0.0 0.0 0.0
H -1.50002 -0.27990 3.24091 0.0 0.0 0.0
H 0.09868 0.44598 3.24220 0.0 0.0 0.0
N 4.42233 -2.18186 -0.93623 0.0 0.0 0.0
C 3.28394 -1.68577 -0.47190 -0.1 0.0 0.0
N 2.25232 -2.50332 -0.28371 0.1 -0.1 0.0
S 3.20731 -0.00986 -0.11554 0.0 0.0 0.0
H 4.55903 -3.16554 -1.10454 0.0 0.0 0.0
H 5.19078 -1.55501 -1.10708 0.0 0.0 0.0
H 2.31075 -3.49192 -0.47016 0.0 0.0 0.0
H 1.40639 -2.14991 0.13129 0.0 0.0 0.0
```
Positions in Å, forces in eV/Å.

Summary:
Energy (a.u.): -1882.069495
Multiplicity: 4
Charge: +1
Highest occupied orbital energy (alpha / beta) (eV): -11.83 / -11.74

Results of the Löwdin charge analysis, in e, for atoms 1 through 8: atom 1 (V): 0.72, atom 2 (C): -0.29, atom 3 (C): -0.28, atom 4 (C): -0.28, atom 5 (C): -0.29, atom 6 (C): -0.30, atom 7 (C): -0.03, atom 8 (C): -0.01


# 6
# C11H20Br10F3InO3S

A structure of composition C11H20Br10F3InO3S at a distorted geometry (the ωB97M-V functional and the def2-TZVPD basis, OMol25).

```
49
Properties=species:S:1:pos:R:3:forces:R:3
In 1.46104 -2.67262 5.05922 -0.1 0.1 -0.3
C 0.57837 -0.90722 0.40034 -0.4 -1.2 0.0
F 1.87666 -0.94216 0.22042 0.2 0.0 0.6
F 0.09803 0.25209 -0.00238 0.1 0.2 0.3
F 0.05991 -1.87247 -0.37571 -0.3 0.1 0.2
S 0.06967 -1.13427 2.21221 1.0 0.8 0.8
O 0.96122 -0.17517 2.83064 -0.1 0.2 0.1
O -1.34251 -0.77322 2.36323 3.0 0.3 0.7
O 0.34611 -2.49525 2.63905 0.0 -0.4 -0.2
Br 3.91059 4.40095 3.01153 -0.8 -0.2 -0.2
C 2.00804 4.21554 2.45736 1.0 0.8 -0.1
C 1.40881 3.07489 3.23296 -0.1 0.3 -0.4
Br -0.41250 2.89235 2.48896 -0.1 -0.2 0.0
H 1.98450 4.08623 1.37869 0.2 -0.4 0.1
H 1.58434 5.20098 2.63761 -0.2 -0.2 0.3
H 1.26548 3.29330 4.28499 0.1 -0.1 0.0
H 1.94746 2.14973 3.05431 -0.2 -0.1 0.1
Br 5.60634 0.16802 -4.00284 -0.4 0.3 0.1
C 4.26226 1.17807 -3.02072 0.4 0.7 0.6
C 4.32825 0.68718 -1.56577 -0.8 -0.3 -1.3
Br 3.14910 1.81854 -0.47764 0.3 -0.1 0.0
H 3.29119 1.07483 -3.49529 0.0 -0.5 0.1
H 4.47429 2.24713 -3.04068 0.5 -0.1 -0.3
H 5.33875 0.68720 -1.17815 -0.1 0.2 0.2
H 3.91450 -0.31874 -1.59300 0.1 0.0 0.6
Br -1.74241 5.02465 -1.83483 -0.2 -0.7 -0.4
C -1.89564 3.06505 -1.64991 0.8 0.7 -0.1
C -0.55952 2.38496 -1.77484 0.0 0.2 -0.2
Br -0.05196 2.07438 -3.64945 -0.3 0.1 0.6
H -2.57264 2.57487 -2.34374 -0.5 0.6 0.1
H -2.22794 3.05082 -0.61285 -0.2 -0.4 0.0
H -0.65543 1.42177 -1.27466 0.2 0.2 -0.6
H 0.25690 2.96212 -1.34980 0.0 -0.1 0.1
Br -0.19843 -6.65403 -1.76264 0.0 0.1 -0.1
C -0.95709 -4.87323 -2.09831 1.0 -0.9 0.7
C -2.17115 -4.75099 -1.21249 -0.5 0.8 -0.7
Br -1.57665 -4.43403 0.62267 -0.3 -0.2 -0.1
H -1.03998 -4.77621 -3.17673 -0.6 0.0 0.1
H -0.16003 -4.22091 -1.74895 -0.2 0.2 -0.2
H -2.85120 -5.59623 -1.18860 0.3 -0.2 0.0
H -2.77309 -3.89736 -1.53953 0.1 0.1 0.4
Br -4.87257 -3.28254 0.96732 0.1 0.8 -0.2
C -4.64230 -1.32137 0.80212 -0.2 -0.9 0.3
C -3.15419 -1.06430 0.99849 -1.3 0.7 -2.0
Br -2.83449 0.84919 0.74954 -0.2 -0.2 0.3
H -5.26119 -0.87361 1.57101 0.0 0.0 0.1
H -4.98079 -1.03866 -0.18752 -0.1 -0.1 0.0
H -2.56148 -1.52061 0.21214 0.0 -0.2 0.0
H -2.68665 -1.23964 1.96220 -1.2 -0.6 0.1
```
Positions in Å, forces in eV/Å.

Summary:
Energy (a.u.): -27284.064553
Multiplicity: 1
Charge: +2
Highest occupied orbital energy (eV): -14.11

Results of the Löwdin charge analysis, in e, for atoms 1 through 8: atom 1 (In): 1.14, atom 2 (C): -0.66, atom 3 (F): 0.14, atom 4 (F): 0.05, atom 5 (F): 0.10, atom 6 (S): 0.45, atom 7 (O): -0.32, atom 8 (O): -0.40